18
Properties=species:S:1:pos:R:3:forces:R:3:mulliken_charge:R:1 method="wB97M-V/def2-TZVPD" e_above_lowest_kcal_mol=25.3 homo_energy_ev=-3.582 lumo_ev=3.7 total_charge=-1
C -0.77373 1.86451 -0.74455 0.5 0.5 0.8 0.335
C 0.17555 2.94546 -0.25786 2.0 0.4 1.0 -1.093
C -1.81171 1.58703 0.32358 -2.1 -2.9 0.0 -1.204
H -1.29733 2.25394 -1.56882 -0.7 0.3 -1.5 0.284
H -0.23444 0.98270 -1.04536 0.1 -0.4 0.0 -0.195
H 0.80505 3.60682 -0.98148 -1.2 -1.5 0.9 0.281
H 0.86222 2.49561 0.53441 -0.5 0.5 -1.2 0.258
H -2.56212 0.74294 -0.04563 1.9 1.1 0.7 0.287
H -1.42028 1.23933 1.32834 -0.4 0.6 -1.2 0.274
H -0.42834 3.61358 0.33572 -0.2 0.7 0.1 0.332
H -2.58482 2.35427 0.40265 0.6 0.7 0.4 0.430
C 1.47840 -1.31352 -0.85466 -2.1 1.4 1.1 -0.841
C 0.57106 -1.79852 0.30945 -1.1 -3.9 0.5 0.627
O 0.78307 -1.43018 1.49774 0.0 0.7 -1.4 -0.718
O -0.24958 -2.75486 -0.02962 1.2 2.2 0.3 -0.768
H 1.98476 -0.48113 -0.37576 1.0 0.0 -0.7 0.232
H 0.78262 -0.94962 -1.61208 0.0 0.4 -0.1 0.118
H 1.98724 -2.08785 -1.37282 1.0 -0.7 0.2 0.362